Below is one molecule with the formula C13H16N2O6 in a non-equilibrium geometry, with properties calculated with ωB97M-V/def2-TZVPD.

The energy relative to the best compared isomer or geometry (same formula, charge and spin) is 256.6 kJ/mol. For the lowest unoccupied orbital energy, the calculation gives 0.43 eV. The HOMO-LUMO gap comes out at 9.29 eV. Its HOMO energy is -8.86 eV. The molecular weight comes out at 296.279 g/mol. As for the net charge: 0. The SMILES is N[C@@H](CC(=O)O)C(=O)N[C@@H](Cc1ccc(O)cc1)C(=O)O. The multiplicity is 1.

Last column: Löwdin charge in e.
Geometry (Å):
1 C 1.788 1.622 0.025  -0.263
2 C 1.060 0.906 1.183  -0.396
3 C 3.156 2.149 0.620  -0.064
4 C 4.110 1.172 0.994  -0.564
5 C -1.299 0.046 1.702  -0.186
6 C -0.621 -1.132 2.403  -0.433
7 C -2.674 -0.275 0.966  -0.028
8 C -2.219 -0.795 -0.381  -0.256
9 C -2.298 0.001 -1.514  -0.072
10 C -1.807 -2.113 -0.560  -0.032
11 C -2.110 -0.482 -2.798  -0.030
12 C -1.544 -2.576 -1.828  -0.020
13 C -1.673 -1.813 -2.978  -0.287
14 H 0.723 2.263 -1.589  0.059
15 H 0.728 3.358 -0.383  0.052
16 H 2.092 0.913 -0.800  0.172
17 H 2.936 2.768 1.491  0.139
18 H 3.596 2.722 -0.227  0.153
19 H 5.068 -0.340 0.569  0.157
20 H -0.410 0.979 0.015  0.103
21 H -1.566 0.671 2.519  0.135
22 H -3.225 -1.087 1.504  0.143
23 H -3.218 0.658 0.998  0.112
24 H -2.662 1.039 -1.435  0.124
25 H -1.701 -2.787 0.273  0.115
26 H -2.033 0.293 -3.535  0.103
27 H -1.339 -3.711 -1.895  0.152
28 H -1.769 -1.706 -4.919  0.147
29 H -0.446 -2.218 3.932  0.143
30 N 0.934 2.492 -0.684  0.083
31 N -0.207 0.528 0.887  0.113
32 O 1.699 0.783 2.223  0.087
33 O 4.792 1.190 2.005  0.091
34 O 4.468 0.268 0.034  0.076
35 O 0.143 -1.887 1.787  0.079
36 O -1.406 -2.392 -4.241  -0.002
37 O -1.065 -1.506 3.640  0.095

Force components x, y, z for each atom (eV/Å):
C 1.4 -1.6 -0.7
C 1.2 -0.1 1.1
C -3.1 2.3 -1.9
C 3.7 -1.9 1.4
C 1.0 -1.1 1.8
C 0.4 -4.0 -1.4
C 2.6 -1.3 0.2
C -1.4 0.1 -0.4
C -1.0 0.5 0.2
C -0.2 0.7 0.0
C 1.6 -0.6 0.2
C 0.3 -3.2 -0.5
C -0.3 0.5 -0.6
H -0.3 -0.2 -2.3
H -0.8 3.4 1.2
H -0.2 0.0 1.3
H 0.3 0.1 -0.3
H -0.1 0.0 0.7
H -0.8 1.0 -1.2
H -0.8 0.0 -0.4
H 0.0 1.3 0.6
H 0.5 0.9 -0.2
H -0.4 0.0 -0.5
H 0.3 -0.5 0.1
H -0.1 -0.1 0.1
H -0.4 -0.2 -0.9
H 0.0 2.1 -0.2
H 1.1 -1.9 1.7
H -0.6 0.5 -0.4
N 0.8 -1.9 0.8
N -0.4 1.4 -0.8
O -1.3 -0.6 -0.2
O -1.1 0.2 -0.4
O 0.0 -1.0 1.0
O -1.1 1.8 1.6
O -1.4 2.7 -0.1
O 0.7 0.7 -0.4

---

Below is C16H18N4O7S4SbV as an isolated structure in a non-equilibrium geometry, with properties calculated with ωB97M-V/def2-TZVPD.

The energy relative to the best compared isomer or geometry (same formula, charge and spin) is 0.0 kJ/mol. For the lowest unoccupied orbital energy (alpha / beta), the calculation gives 3.71 / 3.71 eV. The HOMO-LUMO gap (alpha / beta) comes out at 5.68 / 5.76 eV. Its HOMO energy (alpha / beta) is -1.97 / -2.05 eV. The molecular weight comes out at 679.313 g/mol. As for the net charge: -2. The multiplicity is 3.

Last column: Löwdin spin population.
Geometry (Å):
1 V 1.384 -1.166 1.617  1.947
2 O -2.919 -5.464 1.997  0.010
3 C -2.038 -4.648 1.947  0.005
4 C -1.334 -4.097 0.749  0.007
5 O -1.750 -4.177 -0.427  0.014
6 C -0.184 -3.324 1.248  0.000
7 C -0.337 -3.060 2.687  -0.008
8 O 0.354 -2.116 3.185  0.003
9 C -1.439 -3.956 3.225  -0.001
10 O -1.802 -4.103 4.362  -0.002
11 O 0.652 -2.716 0.522  0.013
12 S 5.018 1.267 0.062  0.010
13 Sb 4.669 -0.193 1.805  0.008
14 S 2.556 0.460 2.887  -0.029
15 S 3.618 -2.123 1.105  -0.013
16 S 6.367 -0.587 3.300  0.003
17 C -0.218 2.314 2.385  0.000
18 N -1.130 1.973 1.294  0.002
19 C -2.452 2.528 1.424  0.000
20 C -1.023 0.684 0.821  0.007
21 O -0.381 -0.142 1.509  0.015
22 N -1.612 0.345 -0.345  0.004
23 C -2.006 1.358 -1.310  0.000
24 C -1.824 -1.050 -0.679  0.000
25 H -0.485 1.753 3.288  0.000
26 H -0.354 3.391 2.598  0.000
27 H 0.836 2.115 2.144  -0.001
28 H -2.737 2.523 2.476  0.000
29 H -3.169 1.878 0.945  0.000
30 H -2.515 3.545 1.033  0.000
31 H -1.540 2.312 -1.120  0.000
32 H -3.095 1.445 -1.332  0.000
33 H -1.708 1.026 -2.303  0.000
34 H -1.458 -1.645 0.147  0.000
35 H -1.209 -1.339 -1.566  0.000
36 H -2.844 -1.275 -0.865  0.000
37 N 0.889 1.840 -5.280  0.000
38 C 0.600 2.243 -3.987  0.000
39 O 0.059 3.290 -3.735  0.000
40 C 1.069 1.324 -2.802  0.001
41 C 1.613 1.908 -1.633  0.000
42 C 1.906 1.096 -0.519  0.003
43 N 1.602 -0.223 -0.411  0.000
44 C 1.260 -0.772 -1.601  0.001
45 C 0.992 -0.079 -2.781  -0.001
46 H 0.702 2.493 -6.017  0.000
47 H 1.494 1.064 -5.467  0.000
48 H 1.821 2.965 -1.648  0.000
49 H 2.262 1.587 0.372  0.000
50 H 1.113 -1.843 -1.624  0.000
51 H 0.728 -0.626 -3.680  0.000

Force components x, y, z for each atom (eV/Å):
V 1.6 0.0 0.0
O -0.6 -0.4 -0.2
C 1.0 0.6 1.3
C -0.2 0.4 -0.9
O 0.7 -0.1 1.2
C -2.4 -1.1 1.6
C -0.3 -0.5 -2.1
O 0.1 -0.4 0.1
C 1.1 0.5 -1.6
O -0.4 -0.1 0.6
O 0.7 0.6 -0.1
S 0.1 0.0 0.0
Sb 0.0 0.6 0.7
S 0.3 -0.1 -0.1
S -0.7 -0.9 -0.2
S -0.3 0.2 -0.3
C -0.2 0.5 0.2
N 0.4 -0.2 -0.4
C -0.2 0.0 0.2
C 0.5 -0.4 0.7
O -0.6 0.3 -0.5
N 0.0 0.8 0.2
C -0.5 -0.7 -0.2
C 1.8 -0.2 -0.4
H 0.2 0.0 0.0
H 0.1 -0.4 -0.2
H -0.5 0.0 0.0
H 0.0 0.2 0.2
H -0.2 0.1 -0.4
H -0.1 0.0 0.0
H 0.1 0.2 0.2
H -0.1 0.3 0.0
H 0.1 -0.1 -0.1
H -0.2 0.0 -0.1
H -0.6 0.2 0.6
H -1.1 -0.1 -0.2
N -0.4 0.0 1.1
C 1.3 -1.2 0.7
O -0.4 0.4 -0.2
C 0.5 0.1 0.3
C -0.5 -1.1 -1.1
C -0.8 0.4 0.1
N 0.1 1.4 -2.0
C -0.2 -0.4 0.2
C 0.3 0.8 0.0
H -0.1 0.1 -0.1
H 0.1 -0.1 0.1
H 0.0 0.1 0.4
H 0.2 -0.2 0.2
H 0.1 -0.1 0.4
H -0.2 -0.1 0.2

---

Among the records above, which one has the highest molecular weight?
C16H18N4O7S4SbV

---

Please write out number 1 again, unchanged.
Below is one molecule with the formula C13H16N2O6 in a non-equilibrium geometry, with properties calculated with ωB97M-V/def2-TZVPD.

The energy relative to the best compared isomer or geometry (same formula, charge and spin) is 256.6 kJ/mol. For the lowest unoccupied orbital energy, the calculation gives 0.43 eV. The HOMO-LUMO gap comes out at 9.29 eV. Its HOMO energy is -8.86 eV. The molecular weight comes out at 296.279 g/mol. As for the net charge: 0. The SMILES is N[C@@H](CC(=O)O)C(=O)N[C@@H](Cc1ccc(O)cc1)C(=O)O. The multiplicity is 1.

Last column: Löwdin charge in e.
Geometry (Å):
1 C 1.788 1.622 0.025  -0.263
2 C 1.060 0.906 1.183  -0.396
3 C 3.156 2.149 0.620  -0.064
4 C 4.110 1.172 0.994  -0.564
5 C -1.299 0.046 1.702  -0.186
6 C -0.621 -1.132 2.403  -0.433
7 C -2.674 -0.275 0.966  -0.028
8 C -2.219 -0.795 -0.381  -0.256
9 C -2.298 0.001 -1.514  -0.072
10 C -1.807 -2.113 -0.560  -0.032
11 C -2.110 -0.482 -2.798  -0.030
12 C -1.544 -2.576 -1.828  -0.020
13 C -1.673 -1.813 -2.978  -0.287
14 H 0.723 2.263 -1.589  0.059
15 H 0.728 3.358 -0.383  0.052
16 H 2.092 0.913 -0.800  0.172
17 H 2.936 2.768 1.491  0.139
18 H 3.596 2.722 -0.227  0.153
19 H 5.068 -0.340 0.569  0.157
20 H -0.410 0.979 0.015  0.103
21 H -1.566 0.671 2.519  0.135
22 H -3.225 -1.087 1.504  0.143
23 H -3.218 0.658 0.998  0.112
24 H -2.662 1.039 -1.435  0.124
25 H -1.701 -2.787 0.273  0.115
26 H -2.033 0.293 -3.535  0.103
27 H -1.339 -3.711 -1.895  0.152
28 H -1.769 -1.706 -4.919  0.147
29 H -0.446 -2.218 3.932  0.143
30 N 0.934 2.492 -0.684  0.083
31 N -0.207 0.528 0.887  0.113
32 O 1.699 0.783 2.223  0.087
33 O 4.792 1.190 2.005  0.091
34 O 4.468 0.268 0.034  0.076
35 O 0.143 -1.887 1.787  0.079
36 O -1.406 -2.392 -4.241  -0.002
37 O -1.065 -1.506 3.640  0.095

Force components x, y, z for each atom (eV/Å):
C 1.4 -1.6 -0.7
C 1.2 -0.1 1.1
C -3.1 2.3 -1.9
C 3.7 -1.9 1.4
C 1.0 -1.1 1.8
C 0.4 -4.0 -1.4
C 2.6 -1.3 0.2
C -1.4 0.1 -0.4
C -1.0 0.5 0.2
C -0.2 0.7 0.0
C 1.6 -0.6 0.2
C 0.3 -3.2 -0.5
C -0.3 0.5 -0.6
H -0.3 -0.2 -2.3
H -0.8 3.4 1.2
H -0.2 0.0 1.3
H 0.3 0.1 -0.3
H -0.1 0.0 0.7
H -0.8 1.0 -1.2
H -0.8 0.0 -0.4
H 0.0 1.3 0.6
H 0.5 0.9 -0.2
H -0.4 0.0 -0.5
H 0.3 -0.5 0.1
H -0.1 -0.1 0.1
H -0.4 -0.2 -0.9
H 0.0 2.1 -0.2
H 1.1 -1.9 1.7
H -0.6 0.5 -0.4
N 0.8 -1.9 0.8
N -0.4 1.4 -0.8
O -1.3 -0.6 -0.2
O -1.1 0.2 -0.4
O 0.0 -1.0 1.0
O -1.1 1.8 1.6
O -1.4 2.7 -0.1
O 0.7 0.7 -0.4

---

Look up the net charge of the second one.
-2

---

Number 2 is which compound?
C16H18N4O7S4SbV